1.
A structure of composition C15H15NW at a distorted geometry. Source: the Open Molecules 2025 dataset; level of theory: ωB97M-V/def2-TZVPD.

```
32
C15H15NW ωB97M-V/def2-TZVPD
C 1.08612 -0.59107 3.50978
H -1.87493 1.07500 5.42028
H 1.50026 -1.66667 -3.44134
H -0.35971 -3.00998 -1.63930
C -0.46068 0.92403 -3.82816
H -1.90206 0.97788 2.92974
C -0.17766 2.27337 -1.95891
C 1.10166 -1.63072 -2.43354
C 1.11316 1.89304 -2.42145
H -2.49147 -1.66127 -1.93419
C 0.07984 0.01791 1.38144
H -0.39293 2.93961 -1.12230
C 0.04096 0.07403 5.59534
C -0.29185 -2.19876 -2.36820
H 1.76073 -2.07302 -1.69451
C 0.94863 1.05281 -3.57059
C -1.15816 1.67550 -2.81223
N -1.60889 -1.17500 -2.02511
C -1.06018 0.56731 3.48815
H 0.06246 0.13055 6.68577
H 1.89978 -1.07113 2.96410
W -0.10402 -0.16852 -1.86446
H -0.91288 0.46479 -4.69895
H 1.92848 -0.98891 5.45244
H -2.23112 1.83591 -2.78096
H 2.07175 2.22377 -2.01749
C 0.02528 -0.00447 2.78720
C -1.04386 0.61403 4.88333
H 1.74123 0.65440 -4.19183
C 1.09585 -0.54550 4.90353
H -0.56814 -2.62640 -3.33186
C 0.18235 0.01748 0.13428
```

**Energy**: -19108.182 eV
**Lowest unoccupied orbital energy (alpha / beta)**: 0.55 / 0.34 eV
**2S+1**: 3
**E_HOMO (alpha / beta)**: -5.445 / -7.684 eV
**<S²>**: 2.036
**Gap between HOMO and LUMO (alpha / beta)**: 5.995 / 8.019 eV

2.
A cluster of 2 separate species, C6H11NS in total at a distorted geometry. Source: the Open Molecules 2025 dataset; level of theory: ωB97M-V/def2-TZVPD.

```
19
C6H11NS ωB97M-V/def2-TZVPD
S 2.49046 -0.41742 2.08408
H 1.67867 1.62930 -1.40032
H -1.61564 -1.54075 0.91386
N -1.29794 -0.11967 -1.11233
C 0.73293 1.99507 -1.02237
H 0.68138 3.01638 -0.75487
C 2.41092 -0.86040 0.55744
H -0.87602 0.44373 -1.80511
C -1.49282 -0.50847 1.18360
H 1.53847 -1.25906 -1.31749
H 0.00978 1.87216 -1.98271
H 0.74459 1.46987 0.99636
H 3.18463 -1.69303 -1.20765
H -2.26873 -0.38770 -1.27399
H -2.43908 -0.07607 1.39327
C 0.24915 1.02822 0.13435
C 2.41670 -1.24477 -0.67955
C -0.81865 0.22782 0.11426
H -1.02946 -0.56787 2.11653
```

**Energy above the lowest of the compared OMol25 structures with the same formula, charge and spin**: 265.0 kJ/mol
**Energy**: -18722.747 eV
**Lowest unoccupied orbital energy**: 0.05 eV
**E_HOMO**: -7.802 eV
**Gap between HOMO and LUMO**: 7.854 eV
**SMILES**: C/C=C(/C)N.C=C=S

3.
A cluster of 2 separate species, C4H8O in total at a distorted geometry. Source: the Open Molecules 2025 dataset; level of theory: ωB97M-V/def2-TZVPD.

```
13
C4H8O ωB97M-V/def2-TZVPD
H -1.78103 1.01387 0.82814
H -2.81852 -1.02924 0.65932
C 1.87790 0.63457 -0.28444
H 2.07002 1.54288 0.30131
C 0.48820 0.20491 -0.02456
C -0.19579 -0.93016 0.03181
H -0.11585 1.08231 0.25460
H 2.05212 0.62627 -1.39232
H 2.50342 -0.27524 0.12178
H -2.51184 -0.90397 -1.12852
O -2.26464 0.90149 -0.04350
C -2.34653 -0.46427 -0.08161
H 0.03603 -1.97581 -0.17194
```

**Energy above the lowest of the compared OMol25 structures with the same formula, charge and spin**: 401.7 kJ/mol
**Energy**: -6321.005 eV
**Lowest unoccupied orbital energy**: 1.02 eV
**E_HOMO**: -8.688 eV
**Gap between HOMO and LUMO**: 9.708 eV

4.
The molecule C7H8. Source: the Open Molecules 2025 dataset; level of theory: ωB97M-V/def2-TZVPD.

```
15
C7H8 ωB97M-V/def2-TZVPD
H -1.96524 -0.17044 -0.36802
C 0.25978 -2.19428 -1.49254
H 1.43978 -1.09592 -1.82294
H 0.43806 -0.50555 1.48029
C -0.33562 1.48371 1.09902
H -0.90125 2.01750 0.32945
C 0.89450 0.01617 -0.46864
C -0.04779 0.04161 0.66291
C 1.73527 0.02726 -1.40557
C -1.25516 -0.80504 0.17936
C -0.61841 -1.78685 -0.72058
H 0.59094 2.03288 1.29525
H -0.92198 1.47356 2.02217
H -1.78413 -1.22774 1.04065
H 2.47123 0.69315 -1.83081
```

**Energy above the lowest of the compared OMol25 structures with the same formula, charge and spin**: 741.1 kJ/mol
**Energy**: -7381.067 eV
**Lowest unoccupied orbital energy (alpha / beta)**: -0.61 / -0.61 eV
**E_HOMO (alpha / beta)**: -8.631 / -8.631 eV
**Gap between HOMO and LUMO (alpha / beta)**: 8.018 / 8.018 eV

5.
A structure of composition C2H3O2 at a distorted geometry. Source: the Open Molecules 2025 dataset; level of theory: ωB97M-V/def2-TZVPD.

```
7
C2H3O2 ωB97M-V/def2-TZVPD
H 1.14692 -1.40956 -0.80182
H -1.84005 1.28668 0.31284
C 1.37268 -0.48833 -0.26723
O 2.29429 0.02620 0.14752
H -1.66795 -0.39753 0.64709
O -0.08615 0.56092 -0.19878
C -1.21974 0.42162 0.16039
```

**Energy above the lowest of the compared OMol25 structures with the same formula, charge and spin**: 72.9 kJ/mol
**Energy**: -6207.147 eV
**Lowest unoccupied orbital energy**: -6.02 eV
**E_HOMO**: -17.523 eV
**Gap between HOMO and LUMO**: 11.500 eV
**Charge**: +1

6.
A cluster of 2 separate species, C6H16N2O in total at a distorted geometry. Source: the Open Molecules 2025 dataset; level of theory: ωB97M-V/def2-TZVPD.

```
25
C6H16N2O ωB97M-V/def2-TZVPD
H -2.85018 -0.73211 -1.44422
H 1.94510 -1.13579 -0.90125
N -0.84639 -0.61010 1.94693
H -0.58706 -1.32297 0.94053
C -1.60617 0.15413 1.02052
H -3.14690 -0.83406 1.60056
C -2.05176 -1.36502 -1.04086
H 2.75556 1.37651 0.64370
C 3.42681 0.22917 -1.78670
H 2.91380 0.34721 -2.74541
C 2.46797 -0.20039 -0.72058
H 1.60055 0.04344 1.18220
H -1.90199 2.10353 0.14609
H 4.20458 -0.52523 -1.93414
N -1.10576 -0.61690 -0.21446
H -2.49904 -2.14791 -0.43259
C -1.29810 1.64028 0.92599
O -3.01474 0.02036 1.16747
C 2.23860 0.45307 0.41050
H -0.70930 -0.15052 2.84004
H -1.53866 2.10741 1.87930
H -0.24198 1.79708 0.71516
H -0.55119 0.00795 -0.79156
H 3.90691 1.17560 -1.53367
H -1.51065 -1.81478 -1.87354
```

**Energy above the lowest of the compared OMol25 structures with the same formula, charge and spin**: 332.1 kJ/mol
**Energy**: -11506.613 eV
**Lowest unoccupied orbital energy**: 0.84 eV
**E_HOMO**: -8.334 eV
**Gap between HOMO and LUMO**: 9.170 eV
**SMILES**: CN[C@](C)(N)O.C=CC

7.
The molecule C17H29NO3. Source: the Open Molecules 2025 dataset; level of theory: ωB97M-V/def2-TZVPD.

```
50
C17H29NO3 ωB97M-V/def2-TZVPD
C 2.62415 -2.19623 -1.72782
H 1.67001 2.85234 -1.60351
H 3.56634 -2.54636 -2.15018
H 1.08305 -3.46675 -0.82279
C 0.69130 3.19247 -1.27074
H -3.80169 0.93781 0.28908
C -1.95750 1.31541 -0.77783
H 0.65176 4.27488 -1.37485
H 2.72290 -3.96816 -0.43618
H -0.47453 -1.35885 0.76027
H 3.15872 0.90693 0.72320
H -0.47839 3.19564 0.53957
H 3.03086 -0.21630 2.10773
H -1.55258 1.10877 -1.77047
H -2.06167 2.39221 -0.65514
N 2.49107 -0.97208 0.26076
C 1.14573 0.65921 1.52360
C -1.05927 -0.81226 0.02243
O 1.72329 -2.54993 1.72670
H -2.06275 -2.82070 -1.57141
H -1.74165 -3.45410 0.05607
O 3.27523 0.15167 -1.57023
O -3.32612 -0.70656 -0.87624
H -1.47629 0.91034 1.27034
C -2.47466 -1.41796 0.01717
C 2.09068 -3.10019 -0.62355
H 2.55072 3.05349 0.78209
C -3.34817 0.68556 -0.68092
C -1.04345 0.70023 0.28554
C 0.47513 2.78589 0.18961
H -0.05863 2.76381 -1.92698
H 0.90181 0.84299 -0.59985
H -3.06349 -0.48996 1.90713
H -3.99728 1.07053 -1.47185
H -4.08411 -1.83229 1.39100
H -3.40423 -3.28439 -0.53064
C 2.54548 0.13664 1.19371
H -2.47187 -2.14353 2.05062
C 0.41115 1.23571 0.29575
H 1.58982 4.52442 0.76282
H 1.23696 1.40275 2.31070
C -3.06034 -1.46839 1.43544
C -2.41195 -2.84287 -0.54230
H 1.92466 -2.07119 -2.55490
H 0.58217 -0.17028 1.94952
C 2.85089 -0.85370 -1.06371
H -0.61276 -0.98456 -0.96136
C 1.57272 3.46545 1.01310
H 1.39798 3.39214 2.08314
C 2.05879 -2.22967 0.61637
```

**Energy above the lowest of the compared OMol25 structures with the same formula, charge and spin**: 13.9 kJ/mol
**Energy**: -25733.918 eV
**Lowest unoccupied orbital energy**: 0.79 eV
**E_HOMO**: -9.537 eV
**Gap between HOMO and LUMO**: 10.325 eV
**SMILES**: CC(C)[C@@H](CCN1C(=O)CCC1=O)[C@H]1CCOC(C)(C)C1

8.
A structure of composition C10H28MgO6S4 at a distorted geometry. Source: the Open Molecules 2025 dataset; level of theory: ωB97M-V/def2-TZVPD.

```
49
C10H28MgO6S4 ωB97M-V/def2-TZVPD
C 3.64358 2.50274 -0.18601
S 1.44547 -2.44736 1.19582
H -2.26911 0.71583 3.22978
H -0.91815 -0.76809 -4.04475
S -1.95667 -0.89572 -1.91624
H -1.01948 4.02213 -2.46356
H -1.89686 5.21739 -1.53812
H 0.13179 -2.50523 3.16663
C -1.15677 4.41674 -1.45938
H -2.34091 -2.12225 -0.01174
H 4.72532 2.57624 -0.29364
H 0.67207 -4.22425 -0.23635
H -3.95540 3.50144 -0.98767
C 3.71795 -0.12275 0.27907
C -3.25876 2.66577 -1.04865
H -2.02152 -2.16685 -4.05570
C 0.28170 -3.23946 2.37602
H -1.40042 -3.16084 -1.01542
H 3.20793 3.32553 -0.75494
H -0.48253 -2.25490 -3.16842
S -1.74115 3.17644 -0.23028
H 0.68304 -4.16298 2.79201
H 2.25607 -4.66086 0.52326
H 4.70310 0.18487 0.63190
O 1.55602 0.91387 -0.80580
H 3.73303 -1.15564 -0.06434
H -0.62973 2.17356 2.35056
O -1.74823 -0.14174 1.42759
H 3.30581 2.56273 0.84745
H -3.04687 2.32307 -2.06029
H 2.17434 -3.47150 -0.78023
H 0.07024 1.55007 3.80723
C 1.64774 -3.86886 0.08813
O 0.61477 -1.51412 0.33615
H -0.26411 4.84354 -1.00822
H -3.65251 1.82209 -0.48126
C -1.30424 -1.60229 -3.46114
C -1.39704 0.25153 2.74409
Mg -0.16118 0.34892 0.39316
H -0.67483 -3.43029 1.89128
H -1.24518 -0.66436 3.33994
H 3.07655 -0.05220 1.16268
H -3.11604 -2.93916 -1.47363
C -2.23566 -2.46147 -1.04772
O -0.76773 2.02859 -0.42431
O -0.74522 -0.23049 -1.34400
C -0.19596 1.25268 2.78357
O 0.92409 0.90907 1.99866
S 3.03161 0.97882 -1.00314
```

**Energy above the lowest of the compared OMol25 structures with the same formula, charge and spin**: 57.9 kJ/mol
**Energy**: -71893.604 eV
**Lowest unoccupied orbital energy**: 0.38 eV
**E_HOMO**: -6.140 eV
**Gap between HOMO and LUMO**: 6.521 eV

Q: Look up the energy of the first one.
A: -19108.182 eV

Q: Look up the energy of the sixth one.
A: -11506.613 eV

Q: Number 8 is which compound?
A: C10H28MgO6S4